ORCA calculation (wB97M-V/def2-TZVPD) on one molecule with the formula C5H4S.

Structure (XYZ):
```
10
Properties=species:S:1:pos:R:3
C 1.597 0.558 0.147
C 1.259 -0.807 0.330
C 0.160 1.169 0.198
C 0.557 -1.747 0.071
C -0.851 0.257 -0.429
S -2.347 -0.269 0.080
H -0.015 1.353 1.301
H 0.065 2.104 -0.244
H 0.292 -2.717 0.036
H -0.718 0.101 -1.490
```

The value obtained for the HOMO energy is -8.698 eV. Its energy above the lowest of the compared OMol25 structures with the same formula, charge and spin is 126.5 kcal/mol. The calculation puts the frontier orbital gap at 7.201 eV.

---

ORCA calculation (wB97M-V/def2-TZVPD) on C5H4S2 as an isolated structure.

Structure (XYZ):
```
11
Properties=species:S:1:pos:R:3
C 0.918 0.069 0.336
C 0.896 1.669 0.050
C -0.591 -0.056 0.700
C -1.193 -1.179 0.161
C -2.431 -1.678 -0.280
H 1.686 1.646 -0.858
H 0.955 2.486 0.895
H -0.980 0.190 1.817
H -3.113 -2.521 -0.185
S 1.956 -1.074 -0.171
S -0.965 1.402 -0.296
```

The value obtained for the HOMO energy is -9.162 eV. Its energy above the lowest of the compared OMol25 structures with the same formula, charge and spin is 122.8 kcal/mol. The calculation puts the frontier orbital gap at 8.547 eV.

---

ORCA calculation (wB97M-V/def2-TZVPD) on a 20-piece molecular cluster, C5H50NO27PS overall.

Structure (XYZ):
```
85
Properties=species:S:1:pos:R:3
N 6.060 -0.561 1.211
C 4.771 -0.831 2.012
C 4.111 -2.290 1.579
O 5.095 -3.321 2.042
C 2.641 -2.503 2.348
C 1.451 -2.504 1.220
O 0.844 -3.862 1.422
S -0.883 -3.757 1.574
O -1.340 -3.973 0.088
O -1.552 -4.812 2.536
O -0.952 -2.139 2.166
C 0.146 -1.527 1.390
P 0.366 0.327 1.789
O 1.680 0.990 1.214
O -1.004 1.158 1.022
O 0.173 0.532 3.508
H 6.336 0.436 1.443
H 5.746 -0.523 0.208
H 4.955 -0.840 3.168
H 4.056 0.064 1.769
H 4.036 -2.416 0.414
H 5.891 -3.335 1.410
H 2.482 -1.763 3.241
H 2.704 -3.594 2.829
H 1.858 -2.614 0.125
H -0.312 -1.508 0.290
H -1.155 0.623 0.172
H -0.188 1.450 3.699
O 4.135 0.887 -0.357
H 3.191 1.050 -0.505
H 4.519 1.774 -0.292
O 4.041 3.414 -1.731
H 4.613 3.884 -2.356
H 3.191 3.875 -1.800
O -4.204 -4.094 1.093
H -4.784 -3.701 1.763
H -3.467 -4.459 1.606
O 5.358 5.501 0.084
H 5.377 6.303 -0.460
H 4.914 4.849 -0.478
O -4.120 -4.313 3.867
H -4.015 -3.354 3.961
H -3.216 -4.637 3.738
O -6.517 -1.990 -0.107
H -6.968 -1.686 0.694
H -5.965 -2.726 0.200
O 1.098 4.748 -0.542
H 0.956 3.790 -0.521
H 0.741 5.056 0.305
O 3.518 7.230 -0.899
H 2.575 7.394 -1.046
H 3.902 8.117 -0.834
O -5.585 -1.121 -2.999
H -4.874 -0.482 -2.838
H -5.647 -1.617 -2.169
O -4.302 0.954 -0.694
H -4.444 -0.004 -0.673
H -4.659 1.262 0.152
O 7.397 -1.286 -1.017
H 6.887 -1.489 -1.815
H 8.312 -1.234 -1.331
O -7.303 1.915 -0.560
H -7.813 1.712 -1.358
H -6.388 1.967 -0.873
O 6.516 4.455 -3.615
H 6.820 3.554 -3.431
H 6.723 4.585 -4.553
O -1.227 2.867 -1.609
H -2.171 3.030 -1.756
H -0.843 3.754 -1.544
O -9.027 -0.502 0.204
H -9.971 -0.338 0.056
H -8.643 0.386 0.269
O -2.278 4.976 -2.842
H -1.706 5.446 -3.467
H -3.128 5.436 -2.912
O -0.685 -7.344 0.300
H -0.910 -6.599 0.878
H -1.017 -7.075 -0.569
O 3.030 -4.925 -0.141
H 3.783 -4.924 0.468
H 2.275 -4.686 0.418
O -8.841 1.427 -3.499
H -8.537 0.525 -3.315
H -8.634 1.557 -4.437
```

The value obtained for the HOMO energy is -8.591 eV. The calculation puts the frontier orbital gap at 7.356 eV.

---

Number 1: strongest force on any atom 3.115 eV Å⁻¹. Number 2: strongest force on any atom 13.574 eV Å⁻¹. Number 3: strongest force on any atom 6.545 eV Å⁻¹.